This record from OMol25 describes the ion H2N2O4P with charge -1 in a non-equilibrium geometry. The level of theory is the ωB97M-V functional and the def2-TZVPD basis.

Geometry as ORCA input:
```
! RIJCOSX wB97M-V def2-TZVPD def2/J DEFGRID3
* xyz -1 1
N 0.042 0.409 0.181
P -1.225 1.142 -0.584
O -0.835 2.323 -1.337
O -2.427 1.027 0.333
N -1.603 -0.219 -1.684
O -1.517 -1.362 -1.352
O -2.058 0.144 -2.794
H 1.102 0.501 0.130
H -0.292 -0.490 0.500
*
```

The calculation puts the molar mass at 125.00 g/mol. The calculation puts the HOMO-LUMO gap at 9.74 eV. The calculation puts the energy above the lowest of the compared OMol25 structures with the same formula, charge and spin at 73.0 kJ/mol. The total energy is -753.1101 Eh. As for the SMILES: N[P@](=O)([O-])[N+](=O)[O-].

---

This record from OMol25 describes a cluster of 13 separate species, C48H129N7O20 in total in a non-equilibrium geometry. The level of theory is the ωB97M-V functional and the def2-TZVPD basis.

Geometry as ORCA input:
```
! RIJCOSX wB97M-V def2-TZVPD def2/J DEFGRID3
* xyz 0 1
C -12.449 -23.769 20.424
O -11.201 -23.156 20.384
H -12.466 -24.801 20.073
H -12.989 -23.797 21.370
H -13.054 -23.227 19.698
H -10.537 -23.526 20.970
C -17.681 -15.564 23.916
O -19.031 -15.614 23.712
H -17.229 -15.731 22.938
H -17.409 -14.567 24.262
H -17.524 -16.378 24.623
H -19.247 -15.750 22.786
C -12.046 -21.677 16.260
O -10.954 -20.863 16.058
H -11.660 -22.695 16.312
H -12.667 -21.420 17.118
H -12.749 -21.731 15.429
H -10.426 -21.261 15.361
C -18.578 -19.473 18.311
O -17.685 -20.533 18.231
H -18.167 -18.587 17.827
H -19.557 -19.659 17.869
H -18.686 -19.232 19.368
H -17.553 -20.782 17.313
C -11.108 -21.336 23.764
O -10.997 -21.739 25.110
H -10.121 -21.140 23.344
H -11.522 -22.130 23.143
H -11.682 -20.417 23.642
H -10.246 -21.245 25.445
C -15.413 -15.087 19.168
O -15.550 -15.363 20.548
H -15.716 -15.988 18.634
H -16.163 -14.342 18.902
H -14.403 -14.749 18.938
H -15.506 -16.312 20.683
C -12.948 -16.808 23.663
O -11.944 -15.891 23.821
C -10.662 -16.261 23.287
C -9.667 -15.045 23.423
N -9.213 -14.879 24.821
C -8.404 -13.692 24.734
C -8.071 -13.020 26.113
O -9.217 -12.427 26.708
C -8.862 -11.740 27.891
H -12.749 -17.714 24.236
H -13.015 -17.021 22.596
H -13.930 -16.458 23.981
H -10.782 -16.415 22.215
H -10.252 -17.199 23.662
H -10.243 -14.191 23.065
H -8.766 -15.208 22.832
H -10.068 -14.634 25.300
H -8.886 -12.863 24.216
H -7.478 -14.011 24.255
H -7.325 -12.276 25.836
H -7.549 -13.730 26.756
H -8.414 -10.778 27.643
H -8.181 -12.275 28.552
H -9.745 -11.524 28.492
C -18.521 -21.215 25.584
O -17.470 -21.056 26.512
C -16.930 -22.276 26.997
C -15.809 -22.016 28.044
N -14.619 -21.328 27.506
C -13.627 -21.004 28.502
C -12.650 -19.879 28.104
O -13.347 -18.669 27.915
C -12.573 -17.473 27.533
H -18.285 -21.831 24.715
H -18.872 -20.320 25.071
H -19.365 -21.728 26.044
H -16.507 -22.668 26.072
H -17.709 -22.931 27.386
H -15.315 -22.944 28.332
H -16.144 -21.451 28.913
H -14.906 -20.452 27.094
H -12.978 -21.837 28.770
H -14.075 -20.574 29.398
H -12.092 -20.179 27.217
H -11.879 -19.744 28.862
H -12.057 -17.509 26.574
H -11.860 -17.210 28.315
H -13.334 -16.702 27.407
C -5.649 -26.955 18.638
O -6.120 -25.655 18.980
C -7.491 -25.777 19.430
C -8.113 -24.396 19.678
N -8.100 -23.560 18.493
C -8.724 -22.279 18.774
C -8.184 -21.121 17.885
O -6.784 -20.991 18.009
C -6.071 -20.024 17.259
H -4.596 -26.976 18.357
H -6.146 -27.197 17.699
H -5.820 -27.716 19.399
H -7.597 -26.322 20.368
H -8.065 -26.254 18.636
H -7.647 -23.875 20.514
H -9.162 -24.493 19.959
H -7.128 -23.448 18.242
H -8.576 -21.944 19.801
H -9.796 -22.420 18.637
H -8.666 -20.206 18.228
H -8.454 -21.232 16.835
H -6.240 -20.252 16.207
H -5.004 -20.211 17.387
H -6.421 -19.008 17.440
C -19.101 -29.383 17.616
O -18.971 -27.992 17.812
C -17.926 -27.714 18.694
C -17.905 -26.184 18.705
N -17.078 -25.569 19.694
C -16.961 -24.125 19.610
C -16.046 -23.598 20.693
O -16.697 -23.821 21.990
C -16.207 -22.922 23.007
H -19.408 -29.925 18.511
H -18.137 -29.776 17.292
H -19.849 -29.537 16.838
H -17.002 -28.151 18.314
H -18.195 -28.069 19.688
H -18.903 -25.764 18.832
H -17.570 -25.891 17.710
H -16.165 -25.996 19.636
H -17.976 -23.735 19.684
H -16.473 -23.939 18.653
H -15.992 -22.512 20.615
H -15.064 -24.072 20.674
H -15.168 -23.008 23.328
H -16.803 -23.127 23.897
H -16.266 -21.861 22.766
C -9.642 -22.090 13.028
O -9.165 -21.150 14.010
C -8.961 -19.801 13.486
C -8.594 -18.825 14.630
N -9.819 -18.342 15.285
C -9.357 -17.528 16.405
C -10.535 -16.572 16.810
O -10.225 -15.827 18.013
C -10.524 -16.545 19.228
H -9.888 -23.099 13.360
H -8.923 -22.226 12.219
H -10.518 -21.725 12.492
H -9.918 -19.537 13.035
H -8.182 -19.791 12.724
H -8.113 -17.989 14.123
H -7.910 -19.327 15.315
H -10.260 -19.187 15.617
H -8.445 -16.984 16.159
H -9.080 -18.135 17.267
H -11.448 -17.133 17.009
H -10.788 -15.898 15.992
H -9.968 -17.475 19.350
H -11.589 -16.634 19.441
H -10.068 -15.860 19.943
C -15.193 -19.085 24.974
O -14.969 -18.980 23.602
C -16.054 -19.005 22.770
C -15.546 -19.313 21.363
N -14.921 -18.104 20.798
C -14.418 -18.386 19.439
C -13.225 -19.301 19.460
O -12.322 -18.828 20.452
C -11.316 -19.731 20.851
H -15.825 -18.307 25.403
H -14.238 -19.067 25.500
H -15.700 -20.012 25.242
H -16.635 -18.083 22.786
H -16.712 -19.840 23.009
H -16.438 -19.701 20.870
H -14.790 -20.096 21.420
H -14.035 -18.016 21.275
H -14.165 -17.440 18.962
H -15.190 -18.806 18.795
H -12.867 -19.371 18.432
H -13.590 -20.318 19.606
H -10.770 -19.203 21.633
H -10.610 -20.001 20.066
H -11.789 -20.582 21.342
C -14.017 -24.792 15.837
O -14.415 -23.473 15.505
C -15.790 -23.128 15.599
C -15.882 -21.611 15.352
N -17.218 -21.080 15.362
C -17.342 -19.660 14.937
C -16.394 -18.606 15.581
O -15.042 -18.691 15.057
C -14.066 -17.909 15.695
H -14.278 -25.086 16.853
H -12.928 -24.757 15.835
H -14.283 -25.578 15.130
H -16.298 -23.362 16.534
H -16.314 -23.702 14.834
H -15.354 -21.388 14.425
H -15.404 -21.101 16.189
H -17.627 -21.717 14.694
H -18.359 -19.344 15.170
H -17.109 -19.541 13.879
H -16.375 -18.673 16.669
H -16.746 -17.582 15.453
H -13.109 -18.049 15.192
H -13.938 -18.205 16.736
H -14.246 -16.839 15.797
*
```

The calculation puts the molar mass at 1124.59 g/mol. The calculation puts the HOMO-LUMO gap at 8.97 eV. The calculation puts the energy above the lowest of the compared OMol25 structures with the same formula, charge and spin at 107.5 kJ/mol. The total energy is -3793.7716 Eh.

---

This record from OMol25 describes a structure of composition Ba4Cl2F2O32Pd2S6 in a non-equilibrium geometry. The level of theory is the ωB97M-V functional and the def2-TZVPD basis.

Geometry as ORCA input:
```
! RIJCOSX wB97M-V def2-TZVPD def2/J DEFGRID3
* xyz -4 5
Ba -0.410 0.805 -2.187
Ba -0.341 -2.117 1.239
Ba 1.062 3.828 1.350
Ba 1.908 -4.461 -2.376
Pd -0.045 2.610 4.899
Pd -2.041 -2.373 -2.778
S 2.761 -2.736 0.381
O 3.490 -2.731 1.575
O 3.452 -3.032 -0.858
O 1.648 -3.791 0.510
O 2.041 -1.443 0.239
S 2.418 4.291 4.438
O 1.714 4.035 5.828
O 3.888 4.321 4.641
O 1.880 3.062 3.656
O 1.999 5.465 3.624
S -0.716 0.051 3.566
O 0.296 -0.098 4.539
O -0.041 0.282 2.186
O -1.428 -1.150 3.494
O -1.684 1.262 3.904
S 0.559 -2.354 -4.813
O -0.300 -3.084 -3.772
O 1.845 -3.041 -4.429
O 0.090 -2.599 -6.202
O 0.659 -0.964 -4.450
S -3.457 0.069 -3.353
O -3.785 -1.135 -2.396
O -2.000 -0.490 -3.794
O -4.305 0.170 -4.495
O -3.341 1.334 -2.589
S 1.114 3.606 -2.029
O 0.546 4.464 -3.071
O 0.051 3.154 -1.010
O 1.792 2.444 -2.594
O 2.170 4.261 -1.089
Cl -1.459 -5.420 -0.915
O -2.020 -4.622 -2.025
O -2.316 -6.529 -0.729
O -0.194 -5.943 -1.339
O -1.297 -4.654 0.230
Cl -1.682 4.768 3.069
O -1.180 4.282 4.398
O -0.664 5.686 2.446
O -1.706 3.670 2.067
O -2.926 5.315 3.245
F -0.895 -1.538 -1.056
F 2.852 -6.930 -1.174
*
```

The calculation puts the molar mass at 1575.42 g/mol. The calculation puts the HOMO-LUMO gap (alpha / beta) at 6.70 / 4.97 eV. The total energy is -6274.7748 Eh.

---

This record from OMol25 describes a cluster of 2 separate species, C25H32N5O3 in total in a non-equilibrium geometry. The level of theory is the ωB97M-V functional and the def2-TZVPD basis.

Geometry as ORCA input:
```
! RIJCOSX wB97M-V def2-TZVPD def2/J DEFGRID3
* xyz 1 1
C -1.393 1.465 0.883
N -0.598 0.787 1.893
C 0.687 1.387 2.231
N -0.668 -0.533 2.053
C -1.588 -1.294 1.561
H -0.720 2.058 0.249
H -1.962 0.760 0.270
H -2.092 2.168 1.361
H 1.064 1.954 1.367
H 0.571 2.083 3.071
H 1.394 0.600 2.517
H -1.662 -2.298 2.002
H -2.256 -1.030 0.718
C 3.622 7.958 6.440
N 2.870 7.337 5.371
C 3.077 7.678 4.065
O 3.857 8.539 3.667
C 2.152 6.809 3.210
C 2.892 5.913 2.225
C 3.681 6.702 1.208
C 5.066 6.540 1.132
C 5.815 7.350 0.277
C 5.172 8.295 -0.532
C 3.776 8.407 -0.506
C 3.028 7.606 0.365
N 1.418 6.045 4.223
C 0.498 5.124 3.871
C -0.202 4.330 4.775
C -1.164 3.375 4.452
C -1.943 2.684 5.441
C -3.034 1.836 5.072
C -3.807 1.184 6.013
C -3.521 1.353 7.386
N -4.254 0.646 8.374
O -3.932 0.808 9.574
O -5.176 -0.123 8.024
C -2.462 2.187 7.794
C -1.689 2.828 6.846
C 1.850 6.322 5.604
C 2.485 5.101 6.290
C 0.728 6.905 6.480
H 4.329 8.661 5.995
H 2.952 8.494 7.126
H 4.170 7.206 7.023
H 1.474 7.483 2.651
H 3.570 5.253 2.785
H 2.161 5.272 1.714
H 5.547 5.806 1.784
H 6.902 7.248 0.257
H 5.759 8.941 -1.188
H 3.263 9.128 -1.146
H 1.940 7.699 0.422
H 0.290 5.058 2.797
H -0.002 4.489 5.832
H -1.390 3.192 3.399
H -3.277 1.713 4.016
H -4.645 0.548 5.744
H -2.276 2.315 8.858
H -0.877 3.458 7.206
H 3.385 4.793 5.739
H 2.761 5.376 7.316
H 1.795 4.256 6.332
H 0.418 7.877 6.074
H -0.142 6.247 6.507
H 1.099 7.036 7.506
*
```

The calculation puts the molar mass at 450.56 g/mol. The calculation puts the HOMO-LUMO gap at 5.05 eV. The total energy is -1470.9262 Eh.

---

This record from OMol25 describes an isolated molecule of C22H31N3O4S. The level of theory is the ωB97M-V functional and the def2-TZVPD basis.

Geometry as ORCA input:
```
! RIJCOSX wB97M-V def2-TZVPD def2/J DEFGRID3
* xyz 0 1
C 7.892 -2.214 0.479
C 7.876 -1.087 -0.545
O 6.547 -0.646 -0.819
C 5.851 -1.350 -1.723
O 6.288 -2.314 -2.310
C 4.514 -0.790 -1.903
C 3.941 0.304 -1.271
C 2.651 0.437 -1.790
S 1.424 1.640 -1.349
O 2.046 2.915 -1.167
O 0.337 1.502 -2.270
N 0.885 1.159 0.144
C 0.248 -0.134 0.222
C -0.782 -0.181 1.353
C -1.419 -1.566 1.460
C -2.482 -1.573 2.556
N -3.504 -0.590 2.260
C -4.637 -0.673 3.162
C -5.800 0.138 2.656
C -6.578 0.895 3.520
C -7.654 1.617 3.033
C -7.954 1.594 1.683
C -7.184 0.845 0.802
C -7.483 0.829 -0.666
C -6.114 0.118 1.305
C -2.933 0.745 2.234
C -1.889 0.845 1.128
C 2.473 -0.572 -2.713
N 3.595 -1.308 -2.780
C 3.797 -2.441 -3.641
H 7.387 -1.901 1.389
H 7.387 -3.089 0.076
H 8.919 -2.477 0.714
H 8.394 -0.204 -0.167
H 8.340 -1.421 -1.479
H 4.409 0.932 -0.543
H 1.541 1.370 0.878
H 0.984 -0.943 0.348
H -0.253 -0.265 -0.739
H -0.271 0.048 2.296
H -1.892 -1.816 0.510
H -0.663 -2.322 1.681
H -2.002 -1.380 3.535
H -2.954 -2.558 2.601
H -4.374 -0.352 4.187
H -4.943 -1.725 3.215
H -6.344 0.920 4.575
H -8.259 2.203 3.709
H -8.793 2.164 1.309
H -7.383 -0.177 -1.069
H -8.489 1.190 -0.864
H -6.779 1.471 -1.196
H -5.497 -0.468 0.640
H -2.470 0.997 3.208
H -3.740 1.457 2.050
H -1.467 1.849 1.097
H -2.369 0.648 0.169
H 1.609 -0.773 -3.315
H 2.892 -2.612 -4.221
H 4.636 -2.260 -4.313
H 4.031 -3.328 -3.052
*
```

The calculation puts the molar mass at 433.57 g/mol. The calculation puts the HOMO-LUMO gap at 9.23 eV. The calculation puts the energy above the lowest of the compared OMol25 structures with the same formula, charge and spin at 134.8 kJ/mol. The total energy is -1720.3502 Eh. As for the SMILES: CCOC(=O)c1cc(S(=O)(=O)NCC2CCN(Cc3cccc(C)c3)CC2)cn1C.

---

This record from OMol25 describes a structure of composition C16H26IN5RuS in a non-equilibrium geometry. The level of theory is the ωB97M-V functional and the def2-TZVPD basis.

Geometry as ORCA input:
```
! RIJCOSX wB97M-V def2-TZVPD def2/J DEFGRID3
* xyz 2 1
Ru -0.382 0.454 0.283
I 0.508 -2.114 1.306
C 0.101 -0.896 3.035
C 0.257 -1.377 4.321
C -0.048 -0.515 5.368
C -0.488 0.772 5.085
C -0.580 1.164 3.758
N -0.294 0.341 2.750
H 0.608 -2.381 4.505
H 0.066 -0.852 6.387
H -0.745 1.456 5.880
H -0.879 2.162 3.471
S 1.913 1.020 -0.066
C 2.238 2.519 0.693
N 2.496 2.657 1.988
C 2.817 4.038 2.328
C 2.626 4.771 0.985
N 2.299 3.685 0.077
H 2.656 1.889 2.618
H 3.832 4.113 2.724
H 2.120 4.400 3.086
H 3.521 5.300 0.652
H 1.802 5.487 1.029
H 2.168 3.817 -0.912
C -5.577 -0.245 -1.204
N -4.786 -0.294 0.010
C -5.526 -0.293 1.259
C -3.514 -0.193 0.022
N -2.349 -0.147 0.089
H -6.328 -1.036 -1.168
H -4.958 -0.386 -2.087
H -6.094 0.717 -1.271
H -6.231 -1.126 1.251
H -6.086 0.639 1.363
H -4.849 -0.409 2.104
C -2.728 2.602 -1.864
C -1.228 2.737 -1.522
C -0.831 4.206 -1.790
C -0.414 1.813 -2.446
C -0.973 2.414 -0.100
H -2.924 3.076 -2.820
H -3.341 3.088 -1.111
H -3.009 1.554 -1.932
H -0.902 4.399 -2.857
H 0.186 4.405 -1.465
H -1.494 4.889 -1.269
H -0.746 1.921 -3.474
H -0.548 0.747 -2.168
H 0.646 2.058 -2.411
H -1.629 2.900 0.630
*
```

The calculation puts the molar mass at 548.46 g/mol. The calculation puts the HOMO-LUMO gap (alpha / beta) at 7.03 / 7.02 eV. The calculation puts the energy above the lowest of the compared OMol25 structures with the same formula, charge and spin at 0.0 kJ/mol. The total energy is -1689.2141 Eh.

---

This record from OMol25 describes a structure of composition CH6O4 in a non-equilibrium geometry. The level of theory is the ωB97M-V functional and the def2-TZVPD basis.

Geometry as ORCA input:
```
! RIJCOSX wB97M-V def2-TZVPD def2/J DEFGRID3
* xyz 0 1
O -2.216 -0.604 -1.090
C -1.628 -0.285 -0.021
O -2.333 1.036 0.671
H -1.749 -1.075 0.899
H -3.252 0.863 1.012
H 2.270 -0.108 -0.314
H -0.571 0.024 -0.176
O 1.799 -0.455 0.854
H 2.296 0.513 -1.983
H 2.528 -0.098 1.460
O 2.855 0.189 -1.312
*
```

The calculation puts the molar mass at 82.05 g/mol. The calculation puts the HOMO-LUMO gap at 3.38 eV. The calculation puts the energy above the lowest of the compared OMol25 structures with the same formula, charge and spin at 979.5 kJ/mol. The total energy is -342.3112 Eh.

---

This record from OMol25 describes a structure of composition C3H6N4O in a non-equilibrium geometry. The level of theory is the ωB97M-V functional and the def2-TZVPD basis.

Geometry as ORCA input:
```
! RIJCOSX wB97M-V def2-TZVPD def2/J DEFGRID3
* xyz 0 1
C -0.745 0.226 -0.435
C -1.554 -1.078 -0.171
C 0.593 -0.388 -0.071
H -0.574 1.395 1.146
H -1.736 2.298 -0.490
H -0.661 0.719 -1.486
H -2.717 -0.989 -0.234
H 1.942 1.136 0.894
H 2.687 -0.906 0.819
N -1.517 1.175 0.239
N -0.852 -2.105 0.051
N 0.523 -1.601 0.091
N 1.681 0.486 -0.095
O 2.930 -0.368 -0.257
*
```

The calculation puts the molar mass at 114.11 g/mol. The calculation puts the HOMO-LUMO gap at 9.38 eV. The calculation puts the energy above the lowest of the compared OMol25 structures with the same formula, charge and spin at 949.3 kJ/mol. The total energy is -411.8474 Eh.